# 1
{"formula": "C30H54Br22N2O6PS", "method": "the ωB97M-V functional and the def2-TZVPD basis", "elements": ["C", "C", "O", "C", "C", "C", "C", "C", "N", "C", "O", "C", "C", "C", "O", "C", "P", "O", "C", "C", "C", "N", "C", "Br", "C", "C", "C", "O", "O", "C", "C", "S", "C", "C", "H", "H", "H", "H", "H", "H", "H", "H", "H", "H", "H", "H", "H", "H", "H", "H", "H", "H", "H", "H", "H", "H", "H", "H", "H", "H", "H", "H", "H", "H", "H", "H", "H", "H", "H", "H", "H", "H", "H", "H", "H", "H", "H", "H", "H", "H", "H", "C", "Br", "Br", "Br", "H", "C", "Br", "Br", "Br", "H", "C", "Br", "Br", "Br", "H", "C", "Br", "Br", "Br", "H", "C", "Br", "Br", "Br", "H", "C", "Br", "Br", "Br", "H", "C", "Br", "Br", "Br", "H"], "positions_angstrom": [[0.1179, -1.6412, -5.5336], [-0.1570, -2.8940, -4.7241], [1.0211, -3.3493, -4.0828], [0.8168, -3.7997, -2.7600], [2.1687, -3.9170, -2.0482], [2.2919, -2.9312, -0.8964], [2.2267, -1.4885, -1.4221], [1.1366, -0.6493, -0.7561], [1.5804, 0.7470, -0.4265], [1.4525, 1.7169, -1.5721], [1.3775, 1.0233, -2.7836], [2.2051, 1.5904, -3.8132], [3.6288, 1.0970, -3.9381], [3.7962, -0.3866, -4.2812], [4.4268, 1.4871, -2.8260], [0.2941, 2.6792, -1.3251], [-0.1164, 3.7273, -2.7660], [-1.5397, 4.1471, -2.7320], [0.4785, 3.5343, -0.0236], [-0.9257, 4.0111, 0.3865], [-1.1557, 5.5338, 0.3197], [-0.4584, 6.1631, -0.8082], [1.2800, 2.7392, 1.0450], [3.2418, 2.9291, 0.7682], [1.0432, 3.0910, 2.5250], [0.9630, 4.5562, 2.9805], [2.0760, 5.4634, 2.5005], [3.2193, 5.3405, 2.9495], [1.7620, 6.4645, 1.6042], [1.0111, 1.2406, 0.8641], [-0.4485, 0.8143, 1.0911], [-0.6387, -0.5527, 2.2707], [-1.0375, 0.2772, 3.8178], [0.1605, 0.5599, 4.7181], [0.7087, -1.8681, -6.4143], [-0.8118, -1.1519, -5.8003], [0.6861, -0.9334, -4.9294], [-0.5124, -3.6634, -5.4048], [-0.9438, -2.6599, -4.0076], [0.3242, -4.7724, -2.7708], [0.1568, -3.1085, -2.2257], [2.9551, -3.7777, -2.7840], [2.2556, -4.9328, -1.6744], [1.5037, -3.1574, -0.1792], [3.2310, -3.1214, -0.3826], [1.9484, -1.5627, -2.4656], [3.2033, -1.0238, -1.3184], [0.2385, -0.6187, -1.3586], [0.8700, -1.1496, 0.1693], [2.5852, 0.6678, -0.2718], [2.3661, 2.3056, -1.5962], [2.2552, 2.6744, -3.7136], [1.6941, 1.4029, -4.7541], [4.0352, 1.6646, -4.7729], [2.8587, -0.9136, -4.4168], [4.3925, -0.5247, -5.1744], [4.3291, -0.8793, -3.4733], [4.4095, 0.7943, -2.1655], [-0.6023, 2.0722, -1.1967], [0.7378, 4.8440, -2.7415], [0.1219, 3.0042, -3.9416], [1.0764, 4.3836, -0.3404], [-1.2141, 3.7017, 1.3880], [-1.6726, 3.5824, -0.2708], [-0.9087, 6.0378, 1.2420], [-2.2305, 5.6501, 0.1918], [-0.0786, 7.0421, -0.4865], [-1.1075, 6.3723, -1.5525], [0.1652, 2.5850, 2.9143], [1.8721, 2.6605, 3.0809], [1.0563, 4.5510, 4.0627], [-0.0209, 4.9629, 2.7846], [2.2033, 6.2646, 0.7728], [1.5895, 0.7374, 1.6343], [-0.9478, 0.5427, 0.1692], [-1.0247, 1.6342, 1.4990], [-1.7108, -0.4078, 4.3284], [-1.6164, 1.1834, 3.6502], [1.0156, 0.8823, 4.1347], [0.4418, -0.3086, 5.3033], [-0.1220, 1.3413, 5.4155], [-2.0707, -1.7741, 7.2437], [-0.2651, -2.1272, 7.8102], [-2.4642, -2.6247, 5.5533], [-3.3413, -2.2748, 8.5891], [-2.1576, -0.7072, 7.0948], [-4.4112, -2.8431, 12.4240], [-2.5101, -2.7006, 12.1532], [-5.2559, -3.9407, 11.0780], [-4.8300, -3.4619, 14.1932], [-4.8235, -1.8503, 12.3255], [-1.9538, -5.9876, -7.4383], [-1.5173, -6.3751, -5.6065], [-3.5230, -4.8843, -7.5688], [-0.4566, -5.2123, -8.3648], [-2.1808, -6.9295, -7.9163], [-3.6846, -10.0618, -5.3371], [-5.3933, -10.8519, -5.7214], [-2.6927, -11.0914, -4.0517], [-2.6625, -9.7709, -6.9428], [-3.8686, -9.0921, -4.8988], [-0.1589, 5.0029, 6.8620], [1.6765, 5.0765, 6.2904], [-1.1978, 3.8493, 5.7129], [-0.3186, 4.4815, 8.7010], [-0.5685, 5.9973, 6.7663], [-5.4142, -5.6435, 5.8058], [-3.8180, -6.0479, 4.8069], [-6.7988, -6.9366, 5.4808], [-5.0413, -5.4499, 7.6823], [-5.7778, -4.6899, 5.4534], [1.6795, 3.3879, -7.4452], [2.6770, 4.3964, -6.1397], [2.5474, 1.7207, -7.8537], [-0.1332, 3.1109, -6.8677], [1.6484, 3.9727, -8.3526]], "forces_ev_per_a": [[0.4, 0.0, 0.4], [-0.1, 0.3, -0.6], [0.1, 0.5, 0.2], [0.3, -0.3, -0.2], [-0.5, -0.3, 0.0], [0.3, -0.3, -0.2], [-0.7, -0.3, 0.0], [0.1, -0.7, 0.3], [0.1, -0.6, -0.5], [0.3, 1.2, -0.9], [0.0, -0.3, 0.4], [0.1, 0.1, -0.4], [0.2, -0.4, -0.2], [0.0, 0.0, 0.3], [-0.2, 0.4, 0.2], [0.5, -0.7, 0.4], [-1.5, 0.7, -0.3], [-0.1, 0.0, 0.2], [0.1, -0.3, -0.6], [-0.1, 0.6, 0.4], [-0.4, -0.2, -0.7], [0.2, 0.2, 0.5], [-0.7, 0.0, -0.2], [0.1, 0.3, -0.1], [0.6, 0.3, 0.2], [-0.3, 0.3, -0.4], [2.8, -0.2, 1.2], [-2.7, 0.3, -1.2], [-0.6, -0.9, 0.3], [0.1, 0.1, 0.9], [-0.1, 0.1, 0.3], [-0.2, -0.3, -0.4], [0.1, 0.0, 0.5], [-0.3, 0.0, -0.1], [0.0, 0.0, -0.2], [-0.2, 0.0, -0.3], [0.0, 0.1, 0.1], [-0.2, -0.2, 0.1], [-0.1, -0.2, 0.3], [-0.2, -0.1, 0.0], [-0.1, 0.1, 0.1], [0.1, 0.1, -0.1], [0.2, -0.1, 0.1], [-0.1, 0.2, 0.1], [0.1, 0.1, 0.2], [0.4, 0.3, -0.3], [0.2, 0.2, -0.1], [-0.1, 0.2, -0.2], [0.0, 0.3, 0.4], [0.1, 0.1, 0.2], [0.2, -0.1, 0.3], [0.0, 0.1, 0.2], [-0.2, -0.1, -0.1], [-0.1, 0.2, -0.1], [-0.2, 0.0, -0.1], [0.1, 0.0, -0.2], [0.1, -0.2, 0.1], [0.1, -0.3, 0.1], [-0.2, 0.0, -0.2], [0.5, -0.4, -0.1], [0.5, -0.1, 0.2], [0.0, 0.4, 0.3], [0.1, -0.1, 0.2], [0.0, -0.2, -0.2], [0.3, 0.0, 0.2], [-0.2, 0.1, 0.1], [0.1, 0.1, -0.1], [-0.1, -0.1, -0.2], [-0.3, 0.0, -0.1], [0.1, -0.2, 0.0], [0.0, -0.2, -0.2], [0.0, 0.2, -0.3], [0.4, 0.3, -0.1], [0.2, -0.2, 0.0], [0.0, -0.2, -0.1], [0.0, 0.2, -0.1], [-0.1, 0.0, -0.1], [-0.1, 0.1, -0.4], [0.2, 0.1, 0.1], [0.1, -0.2, -0.1], [0.2, 0.1, 0.2], [0.0, 0.1, 0.1], [0.0, 0.0, 0.0], [0.0, -0.1, 0.1], [0.1, 0.1, -0.1], [0.0, 0.0, 0.0], [0.0, 0.0, 0.1], [-0.1, -0.1, 0.1], [0.0, 0.1, 0.1], [0.0, 0.0, 0.0], [0.0, 0.0, 0.0], [0.0, 0.0, 0.0], [0.0, -0.1, 0.1], [0.0, 0.0, 0.0], [0.0, 0.0, 0.0], [0.0, 0.0, 0.0], [0.0, 0.0, 0.0], [0.0, 0.0, 0.0], [0.0, 0.0, 0.0], [0.0, -0.1, -0.1], [0.0, 0.0, 0.0], [0.1, 0.0, 0.1], [0.1, 0.1, 0.5], [-0.2, 0.1, 0.0], [0.0, 0.0, -0.1], [0.0, 0.0, 0.0], [-0.1, 0.0, 0.0], [0.0, -0.1, 0.0], [0.0, 0.0, 0.0], [0.0, -0.1, -0.1], [0.0, 0.0, 0.0], [0.0, -0.1, 0.1], [0.0, 0.1, 0.0], [0.0, 0.0, 0.0], [0.0, 0.0, 0.0], [0.0, 0.0, 0.0]], "lowdin_charge": [-0.05, -0.27, -0.15, -0.22, -0.16, -0.18, -0.14, -0.09, -0.01, -0.33, -0.08, -0.19, -0.38, 0.00, -0.02, -0.27, 0.77, -0.41, -0.27, -0.15, -0.23, 0.00, -0.59, 0.97, -0.19, -0.14, -0.48, 0.07, 0.08, -0.32, -0.41, 0.92, -0.55, -0.16, 0.08, 0.08, 0.05, 0.05, 0.12, 0.12, 0.11, 0.12, 0.11, 0.12, 0.12, 0.09, 0.11, 0.14, 0.09, 0.12, 0.10, 0.07, 0.10, 0.12, 0.06, 0.09, 0.08, 0.07, 0.12, 0.04, -0.02, 0.10, 0.10, 0.10, 0.09, 0.12, 0.07, 0.07, 0.08, 0.11, -0.03, 0.09, 0.11, 0.13, 0.08, 0.07, -0.02, 0.07, 0.05, 0.05, 0.01, -1.61, 0.60, 0.60, 0.54, -0.03, -1.64, 0.56, 0.53, 0.59, -0.03, -1.64, 0.57, 0.58, 0.59, -0.07, -1.65, 0.59, 0.58, 0.57, -0.04, -1.59, 0.70, 0.65, 0.62, -0.02, -1.64, 0.55, 0.59, 0.54, -0.03, -1.61, 0.61, 0.60, 0.61, -0.03], "e_homo_ev": -11.423, "total_charge": 1, "e_lumo_ev": -2.166}


# 2
{"formula": "C30H54BrFN2O15S2", "method": "the ωB97M-V functional and the def2-TZVPD basis", "elements": ["C", "C", "C", "C", "C", "C", "C", "C", "C", "C", "O", "O", "C", "C", "S", "O", "O", "C", "O", "N", "C", "O", "F", "O", "S", "O", "O", "C", "C", "C", "C", "Br", "N", "C", "C", "C", "C", "H", "H", "H", "H", "H", "H", "H", "H", "H", "H", "H", "H", "H", "H", "H", "H", "H", "H", "H", "H", "H", "H", "H", "H", "H", "H", "H", "H", "H", "H", "H", "H", "H", "H", "H", "H", "H", "H", "C", "C", "O", "C", "O", "O", "C", "H", "H", "H", "H", "H", "H", "H", "H", "C", "C", "O", "C", "O", "O", "C", "H", "H", "H", "H", "H", "H", "H", "H"], "positions_angstrom": [[-4.8742, 0.0384, -2.0065], [-4.4551, 1.6169, -1.8638], [-3.8609, 2.2626, -3.2604], [-2.5661, 1.4658, -3.8827], [-1.3696, 2.4950, -4.4373], [-0.6188, 3.1886, -3.1860], [0.7477, 2.5175, -2.5926], [1.1669, 1.0263, -2.9892], [2.7253, 1.0857, -3.6273], [2.7348, 1.8557, -5.1201], [3.7668, 2.7264, -5.2799], [1.7557, 1.5933, -6.1858], [0.8952, -0.2272, -2.0066], [2.2396, -1.1730, -1.6644], [1.9705, -2.2833, -0.1545], [0.6628, -3.1058, -0.1954], [2.1848, -1.5211, 1.2077], [-0.1340, -1.3238, -2.7488], [-1.2420, -1.8121, -2.1854], [0.1878, -1.8862, -4.1504], [0.0074, -3.4146, -4.1420], [0.7433, -4.2292, -3.3516], [-1.0663, -3.9924, -5.0234], [0.3519, -0.0064, -0.6830], [-0.9361, 1.0543, -0.5713], [-1.8637, 0.5535, 0.6041], [-0.2665, 2.5311, -0.1439], [0.8596, 2.9817, -0.9875], [2.2217, 2.5471, -0.2352], [2.0047, 2.2734, 1.4030], [1.5892, 3.6026, 2.2519], [0.9090, 3.1162, 4.0965], [0.5649, 4.4750, -1.0824], [1.6660, 5.4127, -0.8506], [2.8527, 5.4809, -2.0112], [4.1187, 6.3871, -1.4226], [5.5548, 5.5410, -1.4108], [-5.9058, -0.0901, -2.5587], [-3.9990, -0.5900, -2.4659], [-5.0403, -0.3771, -0.9084], [-5.4510, 2.2249, -1.6262], [-3.7537, 1.7703, -0.9367], [-4.7584, 2.3867, -4.0049], [-3.5192, 3.3716, -2.9815], [-2.9630, 0.9047, -4.8597], [-2.1445, 0.6146, -3.1888], [-0.6778, 1.9840, -5.2370], [-1.9644, 3.3476, -5.0202], [-0.4061, 4.3176, -3.5180], [-1.4408, 3.3029, -2.3258], [1.5971, 3.2347, -3.0522], [0.5925, 0.7138, -3.9943], [3.1042, -0.0001, -3.9517], [3.4821, 1.6028, -2.8992], [1.8692, 2.3781, -6.8295], [3.1777, -0.4924, -1.3777], [2.4529, -1.8911, -2.5700], [3.0353, -3.2403, -0.1989], [-0.4909, -1.4918, -4.8509], [3.1737, 3.2051, -0.3819], [2.5643, 1.4696, -0.6253], [1.2992, 1.3340, 1.5853], [3.0785, 1.9336, 1.7903], [0.7794, 4.1937, 1.6149], [2.5270, 4.3201, 2.3354], [-0.3648, 4.7240, -0.6855], [1.2172, 6.5200, -0.8220], [2.2606, 5.3171, 0.1776], [2.3991, 5.9999, -2.9601], [3.2464, 4.3965, -2.2057], [4.3052, 7.3729, -2.0263], [3.8511, 6.7214, -0.3143], [5.4487, 4.4766, -1.8987], [6.3963, 6.1271, -1.9959], [5.9692, 5.4311, -0.2969], [-0.0696, -5.9926, 2.0177], [-1.2029, -5.1566, 1.4491], [-2.4204, -5.9104, 1.4102], [-3.0796, -6.0222, 2.5892], [-2.7346, -5.5344, 3.6556], [-4.1782, -6.7912, 2.3875], [-4.9198, -7.0633, 3.5746], [0.0243, -6.9368, 1.4714], [0.8787, -5.4515, 1.9581], [-0.2541, -6.2494, 3.0653], [-0.9670, -4.8806, 0.4162], [-1.3382, -4.2236, 2.0091], [-5.1693, -6.1414, 4.1092], [-4.3525, -7.7424, 4.2188], [-5.8523, -7.5567, 3.2873], [-1.1571, -3.1110, 4.9101], [-1.6136, -2.1827, 6.0220], [-1.7631, -2.8998, 7.2532], [-0.6148, -3.1582, 7.9251], [0.5105, -2.8275, 7.5809], [-0.9269, -3.8705, 9.0362], [0.2070, -4.2872, 9.7937], [-1.8265, -3.9734, 4.8289], [-1.1360, -2.5857, 3.9512], [-0.1556, -3.5045, 5.1090], [-2.5976, -1.7731, 5.7715], [-0.9322, -1.3324, 6.1449], [0.8608, -3.4421, 10.0308], [0.7562, -5.0590, 9.2453], [-0.1511, -4.7181, 10.7326]], "forces_ev_per_a": [[0.0, 0.2, 1.2], [-1.0, 0.1, -0.4], [0.4, 0.7, 1.3], [-0.3, -0.4, -1.9], [-1.4, 0.0, 0.3], [-1.1, 1.0, -0.3], [0.8, 1.9, 0.4], [0.4, -0.5, -2.8], [-0.9, -1.0, -1.3], [4.8, 4.3, -0.4], [-6.9, -5.4, 0.4], [2.7, 2.1, 2.4], [0.2, -2.4, 0.1], [0.4, 0.8, -0.8], [-3.2, -0.7, 5.5], [4.5, 2.8, -0.7], [-0.2, -2.2, -5.5], [-6.1, -3.0, 2.5], [7.3, 3.7, -3.2], [-1.4, -2.5, 0.5], [2.9, -3.9, 4.2], [-5.5, 6.1, -6.1], [3.6, 2.4, 2.6], [0.6, 0.8, -0.6], [-4.2, -1.3, 2.7], [4.4, 2.3, -4.1], [0.6, -1.6, -0.4], [-0.1, 1.2, -0.8], [0.5, -1.6, 1.0], [1.1, -0.5, 0.2], [0.4, 0.4, -2.2], [0.6, 0.5, -1.6], [1.1, -0.9, 0.7], [1.3, 2.4, 0.4], [-0.1, 0.5, 0.8], [0.3, -0.3, 0.3], [0.4, 0.4, 0.5], [2.3, 0.2, 0.8], [-1.9, 1.1, 0.7], [0.4, 0.8, -2.3], [2.1, -1.2, -0.4], [-1.1, -0.4, -2.0], [1.9, -0.5, 1.2], [-0.7, -2.3, -0.7], [0.8, 1.0, 2.1], [-0.9, 1.9, -1.1], [-1.2, 0.9, 1.7], [1.4, -1.8, 1.2], [-0.1, -2.7, 0.9], [1.9, -0.4, -1.8], [-1.7, -1.8, 1.0], [0.9, 0.9, 2.3], [-0.8, 2.2, 1.0], [-1.4, -0.8, -1.8], [0.1, -1.7, 1.3], [-2.1, -1.6, -0.7], [-0.3, 1.4, 1.8], [-0.9, 1.3, -0.5], [0.8, -0.4, 1.0], [-2.1, -0.8, 0.1], [-0.9, 2.3, 0.7], [1.4, 2.3, -0.4], [-2.3, 0.6, -0.8], [1.4, -1.3, 1.9], [-2.0, -1.6, 0.2], [1.4, -0.4, -0.2], [0.8, -2.5, 0.0], [-1.4, -0.1, -1.9], [1.0, -1.4, 1.6], [-0.8, 2.1, 0.0], [-0.6, -2.0, 1.0], [0.6, -0.7, -2.3], [0.2, 2.1, 1.0], [-1.8, -1.2, 1.1], [-1.0, 0.1, -2.5], [-0.1, -0.2, 0.3], [0.8, 0.4, -0.1], [-1.0, -0.2, 1.0], [0.5, 0.1, 0.2], [-0.7, -0.8, -1.5], [0.8, 0.6, 0.0], [-0.3, -0.1, 0.4], [0.0, 0.2, -0.1], [-0.1, 0.0, 0.0], [0.0, 0.2, -0.1], [-0.3, -0.2, 0.2], [-0.1, -0.3, 0.0], [0.2, -0.2, -0.1], [-0.1, 0.2, 0.0], [0.3, 0.1, -0.2], [0.1, -0.3, 0.2], [0.2, 0.3, -0.8], [0.8, -0.2, 1.0], [0.4, 0.1, -0.6], [-1.6, -0.5, 0.6], [0.1, 0.6, -0.7], [0.3, -0.2, 0.3], [0.1, 0.4, 0.0], [0.0, 0.0, 0.1], [-0.1, 0.2, 0.0], [0.1, -0.2, 0.3], [0.0, -0.3, 0.2], [-0.1, -0.2, -0.2], [0.0, 0.2, 0.1], [-0.2, 0.1, -0.3]], "lowdin_charge": [-0.13, -0.26, -0.21, -0.21, -0.19, -0.17, -0.16, -0.16, -0.04, -0.25, -0.05, -0.01, -0.33, -0.16, 0.83, -0.40, -0.42, -0.19, 0.05, 0.11, -0.17, 0.01, -0.01, -0.34, 1.06, -0.39, -0.32, -0.39, -0.08, -0.24, -0.60, 0.54, -0.03, -0.24, -0.18, -0.23, -0.14, 0.08, 0.06, 0.09, 0.11, 0.08, 0.12, 0.11, 0.12, 0.07, 0.09, 0.13, 0.13, 0.11, 0.14, 0.13, 0.14, 0.13, 0.15, 0.13, 0.12, 0.10, 0.14, 0.12, 0.11, 0.11, 0.13, 0.07, 0.08, 0.14, 0.15, 0.10, 0.12, 0.07, 0.10, 0.10, 0.07, 0.07, 0.08, -0.06, -0.21, 0.03, -0.54, 0.09, -0.01, -0.05, 0.08, 0.07, 0.07, 0.11, 0.12, 0.10, 0.10, 0.09, -0.06, -0.21, 0.02, -0.55, 0.10, -0.01, -0.06, 0.05, 0.08, 0.08, 0.12, 0.12, 0.10, 0.10, 0.09], "e_homo_ev": -9.478, "e_lumo_ev": -1.132}